No. 1
Formula: CHF3InMgNO3S2
Source: the OMol25 dataset
Level of theory: the ωB97M-V functional and the def2-TZVPD basis

Element x y z (Å)
Mg1 0.4155 -3.0572 3.3608
N1 0.4168 -1.3820 0.4504
S1 1.5733 -2.6983 0.5460
O1 0.9536 -3.6851 1.6683
S2 0.5000 -0.4265 1.6387
O2 0.2487 -1.0494 3.0653
O3 -0.5196 0.6738 1.6391
C1 2.2003 0.4280 1.9054
F1 2.9083 -0.2476 2.7792
F2 2.8186 0.4745 0.7521
F3 1.9717 1.6424 2.3505
In1 -1.2560 0.2751 3.4058
H1 -0.9252 1.1855 -1.3328

Cartesian forces (eV/Å) of the 6 atoms listed first:
-0.21 0.35 0.15
1.79 -1.57 0.53
-2.94 -0.59 1.64
1.56 2.09 -2.15
-0.27 1.59 -0.41
3.32 -3.19 -1.72

Calculated values
Kohn-Sham gap (alpha / beta) in hartree: 0.207 / 0.174
Charge: +2

Atom charges from the natural (NBO) analysis, given in e for atoms 1 to 4:
1. Mg 1.89
2. N -0.97
3. S 1.28
4. O -1.06

No. 2
Formula: CHF3LuNO5S2
Source: the OMol25 dataset
Level of theory: the ωB97M-V functional and the def2-TZVPD basis

Element x y z (Å)
O1 -0.0160 0.4615 2.1994
Lu1 -1.9364 1.1947 1.8076
H1 -0.9309 0.9014 -1.5225
N1 0.9703 0.7447 -0.0434
S1 -0.0193 1.7639 -0.7391
O2 -1.0621 2.3219 0.2382
O3 0.7257 2.8253 -1.4313
S2 0.2910 -0.4923 0.9161
O4 -1.4078 -0.5532 0.5723
O5 1.2851 -1.3565 1.6365
C1 0.4854 -1.7015 -0.6070
F1 -0.1633 -1.3137 -1.7259
F2 1.7657 -1.8681 -0.9884
F3 0.0126 -2.9281 -0.3126

Cartesian forces (eV/Å) of the 6 atoms listed first:
-2.53 1.40 0.34
3.87 -2.42 -2.08
1.41 1.72 0.64
-1.50 0.70 -0.07
2.16 -1.47 -0.76
-1.12 0.14 0.93

Calculated values
Kohn-Sham gap in hartree: 0.215
Charge: 0

Atom charges from the natural (NBO) analysis, given in e for atoms 1 to 4:
1. O -1.10
2. Lu 2.28
3. H 0.04
4. N -1.12

No. 3
Formula: CHF3N2
Source: the OMol25 dataset
Level of theory: the ωB97M-V functional and the def2-TZVPD basis

Element x y z (Å)
F1 1.4040 -1.9505 -0.3863
N1 0.7572 -1.0679 0.5130
C1 0.0657 -0.1635 -0.2357
F2 0.3072 -0.0406 -1.5557
N2 -0.7604 0.7378 0.2509
F3 -0.7377 0.8889 1.6523
H1 -1.0360 1.5957 -0.2384

Cartesian forces (eV/Å) of the 6 atoms listed first:
-0.15 0.68 0.21
-2.49 2.22 -2.09
4.93 -3.97 0.51
-1.05 0.03 1.17
-1.80 1.73 1.51
0.05 -0.18 -1.82

Calculated values
Kohn-Sham gap in hartree: 0.376
Charge: 0

Atom charges from the natural (NBO) analysis, given in e for atoms 1 to 4:
1. F -0.26
2. N -0.14
3. C 0.67
4. F -0.28

No. 4
Formula: CHF3N2O3
Source: the OMol25 dataset
Level of theory: the ωB97M-V functional and the def2-TZVPD basis

Element x y z (Å)
C1 -1.0307 0.6500 0.6501
N1 0.2746 0.3693 -0.9706
N2 1.2852 -0.1106 -0.0811
O1 1.7625 0.6538 0.7574
O2 1.6780 -1.2290 -0.3570
O3 -0.2871 -0.6943 -1.6160
F1 -0.8247 -0.5116 1.2407
F2 -0.6866 1.6328 1.3655
F3 -2.1911 0.7489 0.1066
H1 0.0198 -1.5094 -1.0955

Cartesian forces (eV/Å) of the 6 atoms listed first:
2.30 -1.75 -2.95
-2.72 0.91 3.23
1.87 0.42 -0.43
-1.01 -0.96 -1.34
0.17 -0.24 0.98
0.50 -0.63 0.81

Calculated values
Kohn-Sham gap (alpha / beta) in hartree: 0.347 / 0.347
Charge: 0

Atom charges from the natural (NBO) analysis, given in e for atoms 1 to 4:
1. C 1.11
2. N -0.05
3. N 0.56
4. O -0.37

No. 5
Formula: CHF3N3
Source: the OMol25 dataset
Level of theory: the ωB97M-V functional and the def2-TZVPD basis

Element x y z (Å)
F1 2.2785 0.8568 0.2264
C1 1.4506 0.1194 -0.3256
N1 1.0409 -0.7684 -1.1096
N2 0.3303 -0.5595 0.1312
N3 -0.9035 -0.1959 0.1748
F2 -1.2063 0.3070 1.3659
F3 -1.3287 1.0773 -0.6675
H1 -1.6619 -0.8367 0.2043

Cartesian forces (eV/Å) of the 6 atoms listed first:
0.57 0.61 -0.42
-0.76 -0.72 0.07
1.59 0.38 -2.01
0.23 -1.54 2.29
-1.94 4.63 -0.10
0.71 0.88 1.86

Calculated values
Kohn-Sham gap in hartree: 0.375
Charge: +1

Atom charges from the natural (NBO) analysis, given in e for atoms 1 to 4:
1. F -0.14
2. C 0.81
3. N -0.08
4. N -0.17

No. 6
Formula: CHF3NO2S
Source: the OMol25 dataset
Level of theory: the ωB97M-V functional and the def2-TZVPD basis

Element x y z (Å)
C1 -1.8502 -0.2497 -0.0680
N1 1.9214 -0.6360 -0.5616
O1 1.8651 1.8085 -1.0547
O2 1.7517 1.1299 1.3202
F1 -1.7929 -0.7817 1.2079
F2 -2.9610 0.5880 -0.0446
F3 -2.2401 -1.3144 -0.8630
S1 1.5638 0.7852 -0.0832
H1 1.7421 -1.3299 0.1470

Cartesian forces (eV/Å) of the 6 atoms listed first:
0.74 0.49 0.01
-0.31 1.10 -0.37
-0.65 -0.19 0.13
-0.74 -0.14 -0.67
-0.25 -0.03 -0.17
0.23 -0.40 0.03

Calculated values
Kohn-Sham gap (alpha / beta) in hartree: 0.263 / 0.194
Charge: -1

Atom charges from the natural (NBO) analysis, given in e for atoms 1 to 4:
1. C 0.58
2. N -1.06
3. O -0.90
4. O -0.90

no.,largest force on an atom (eV/Å)
1,9.72
2,5.01
3,6.35
4,4.32
5,5.02
6,1.68